No. 1
The following is a quantum chemistry calculation of 2 unconnected molecules or ions with the total composition C7H6NO2 at a distorted geometry, from the Open Molecules 2025 dataset.

CARTESIAN COORDINATES (ANGSTROEM)
1 C 2.09 -0.96 0.28
2 C 1.08 -1.40 1.18
3 C 1.78 0.11 -0.63
4 C -0.18 -0.91 1.09
5 C 0.46 0.77 -0.57
6 C -0.44 0.20 0.33
7 C 0.30 1.93 -1.28
8 N -3.43 0.16 0.09
9 O -3.62 -0.85 -0.62
10 O -4.35 0.66 0.77
11 H 3.10 -1.39 0.26
12 H 1.18 -2.19 1.88
13 H 2.35 0.14 -1.48
14 H -0.81 -1.28 1.76
15 H -0.63 2.49 -1.39
16 H 1.11 2.52 -1.67

Properties
Net charge: -1
LUMO level (alpha / beta) in eV: 2.41 / 3.31
Maximum force in eV Å⁻¹: 5.1
Relative energy (zero: lowest compared OMol25 entry of this formula, charge and spin) in kcal per mole: 137.3
E in eV: -12935.2847
HOMO energy (alpha / beta) in eV: -3.08 / -2.87

No. 2
The following is a quantum chemistry calculation of a molecular structure, C48H56N4OP2Sr, from the Open Molecules 2025 dataset.

CARTESIAN COORDINATES (ANGSTROEM)
1 Sr -0.15 0.44 -0.58
2 C -3.41 -1.01 0.71
3 C -3.01 -2.44 0.37
4 C -3.53 -2.89 -1.00
5 C -1.49 -2.61 0.50
6 C -1.04 -4.08 0.55
7 O -0.07 -4.19 -0.51
8 C 0.04 -2.99 -1.08
9 N -0.71 -2.05 -0.63
10 C 1.05 -3.00 -2.17
11 C 0.83 -3.94 -3.18
12 C 1.82 -4.22 -4.11
13 C 3.07 -3.64 -3.97
14 C 3.30 -2.72 -2.96
15 C 2.28 -2.33 -2.08
16 P 2.59 -1.09 -0.77
17 C 3.59 -2.07 0.41
18 C 4.62 -1.53 1.18
19 C 5.26 -2.30 2.14
20 C 4.90 -3.63 2.34
21 C 3.88 -4.18 1.56
22 C 3.24 -3.41 0.61
23 C 3.70 0.20 -1.44
24 C 4.18 0.31 -2.74
25 C 4.98 1.39 -3.11
26 C 5.30 2.37 -2.19
27 C 4.78 2.30 -0.90
28 C 3.97 1.24 -0.54
29 H -4.49 -0.87 0.62
30 H -2.93 -0.29 0.04
31 H -3.13 -0.77 1.74
32 H -3.44 -3.09 1.13
33 H -3.15 -2.25 -1.79
34 H -4.61 -2.87 -1.03
35 H -3.22 -3.92 -1.23
36 H -1.18 -2.10 1.41
37 H -1.85 -4.79 0.35
38 H -0.55 -4.35 1.49
39 H -0.11 -4.47 -3.22
40 H 1.63 -4.94 -4.89
41 H 3.88 -3.91 -4.63
42 H 4.30 -2.32 -2.83
43 H 4.94 -0.51 1.04
44 H 6.07 -1.87 2.72
45 H 5.41 -4.23 3.08
46 H 3.61 -5.22 1.69
47 H 2.47 -3.87 0.00
48 H 3.94 -0.42 -3.49
49 H 5.36 1.45 -4.12
50 H 5.94 3.20 -2.47
51 H 5.01 3.07 -0.18
52 H 3.54 1.22 0.45
53 C -3.52 2.41 -1.24
54 N -2.51 1.51 -1.81
55 C -3.17 0.54 -2.68
56 C -1.53 2.23 -2.58
57 C -0.63 3.14 -1.73
58 N 0.80 2.78 -1.72
59 C 1.58 3.92 -1.24
60 C 1.31 2.31 -3.02
61 H -4.07 2.92 -2.04
62 H -3.06 3.16 -0.60
63 H -4.22 1.84 -0.64
64 H -3.66 1.03 -3.53
65 H -3.93 -0.01 -2.12
66 H -2.45 -0.18 -3.07
67 H -2.00 2.82 -3.38
68 H -0.92 1.48 -3.08
69 H -0.96 3.11 -0.67
70 H -0.75 4.18 -2.05
71 H 1.13 4.33 -0.34
72 H 1.60 4.72 -2.00
73 H 2.60 3.61 -1.02
74 H 0.87 2.86 -3.86
75 H 1.10 1.25 -3.15
76 H 2.39 2.43 -3.04
77 N 0.98 -1.59 2.36
78 C -0.05 -1.55 3.32
79 C -0.41 -2.69 4.03
80 C -1.46 -2.65 4.93
81 C -2.16 -1.47 5.14
82 C -1.81 -0.33 4.43
83 C -0.76 -0.36 3.51
84 P -0.38 1.05 2.43
85 C -1.45 2.40 2.99
86 C -1.08 3.29 3.99
87 C -1.95 4.30 4.38
88 C -3.20 4.42 3.78
89 C -3.57 3.53 2.78
90 C -2.70 2.53 2.38
91 C 1.29 1.60 2.92
92 C 1.83 2.63 2.15
93 C 3.08 3.15 2.43
94 C 3.82 2.62 3.48
95 C 3.29 1.59 4.26
96 C 2.02 1.09 3.99
97 H 1.71 -0.89 2.50
98 H 1.44 -2.50 2.31
99 H 0.16 -3.60 3.91
100 H -1.73 -3.54 5.48
101 H -2.98 -1.43 5.84
102 H -2.35 0.59 4.58
103 H -0.11 3.21 4.46
104 H -1.66 4.99 5.16
105 H -3.87 5.20 4.09
106 H -4.55 3.62 2.32
107 H -3.00 1.83 1.61
108 H 1.24 3.04 1.34
109 H 3.48 3.96 1.84
110 H 4.80 3.02 3.71
111 H 3.86 1.19 5.09
112 H 1.60 0.32 4.62

Properties
Net charge: +2
LUMO level in eV: -4.38
Maximum force in eV Å⁻¹: 0.6
E in eV: -78096.8859
HOMO energy in eV: -13.12

No. 3
The following is a quantum chemistry calculation of a molecular structure, C16H9Cl5N3O4S2V, from the Open Molecules 2025 dataset.

CARTESIAN COORDINATES (ANGSTROEM)
1 V -0.14 -0.96 -0.82
2 N 2.08 1.55 -0.79
3 C 2.70 0.31 -0.76
4 C 4.10 0.31 -0.81
5 C 4.77 -0.89 -0.77
6 C 4.04 -2.07 -0.68
7 C 2.67 -1.99 -0.62
8 N 2.00 -0.82 -0.67
9 C 0.78 2.01 -0.90
10 C 0.60 3.40 -0.78
11 C -0.65 3.94 -0.92
12 C -1.72 3.09 -1.19
13 C -1.47 1.74 -1.28
14 N -0.25 1.20 -1.12
15 H 2.74 2.31 -0.72
16 H 4.63 1.25 -0.89
17 H 5.85 -0.91 -0.82
18 H 4.53 -3.03 -0.66
19 H 2.04 -2.87 -0.57
20 H 1.46 4.04 -0.57
21 H -0.80 5.01 -0.83
22 H -2.73 3.46 -1.31
23 H -2.26 1.03 -1.47
24 Cl -5.52 -0.11 4.07
25 C -4.02 -0.24 3.22
26 C -3.99 -0.68 1.90
27 Cl -5.46 -1.09 1.10
28 C -2.79 -0.78 1.22
29 Cl -2.75 -1.34 -0.42
30 C -1.54 -0.45 1.82
31 O -0.43 -0.53 1.20
32 C -1.62 -0.01 3.17
33 Cl -0.13 0.42 3.92
34 C -2.82 0.09 3.85
35 Cl -2.84 0.65 5.48
36 O 0.97 -4.36 -2.42
37 S -0.22 -3.59 -2.09
38 O -0.12 -3.07 -0.66
39 O -1.48 -4.27 -2.30
40 S -0.21 -1.79 -3.12

Properties
Net charge: -1
LUMO level (alpha / beta) in eV: 2.10 / 2.10
<S²>: 3.760
2S+1: 4
Maximum force in eV Å⁻¹: 0.6
Relative energy (zero: lowest compared OMol25 entry of this formula, charge and spin) in kcal per mole: 0.0
E in eV: -139374.8108
HOMO energy (alpha / beta) in eV: -3.85 / -4.79

No. 4
The following is a quantum chemistry calculation of 2 unconnected molecules or ions with the total composition C4H8NO2 at a distorted geometry, from the Open Molecules 2025 dataset.

CARTESIAN COORDINATES (ANGSTROEM)
1 C 0.35 0.30 1.53
2 C -1.05 0.54 -0.08
3 C -1.48 -0.36 -1.08
4 C 1.80 -0.80 0.07
5 N -1.96 -1.03 -1.90
6 O -0.48 1.68 -0.65
7 O 1.00 -0.79 1.24
8 H 0.79 1.27 1.29
9 H -1.83 0.71 0.66
10 H 2.66 -0.13 0.16
11 H 1.20 -0.48 -0.79
12 H 2.14 -1.82 -0.08
13 H -0.81 2.48 -0.24
14 H -0.25 0.21 2.42
15 H -2.06 -1.77 -2.56

Properties
Net charge: +1
LUMO level (alpha / beta) in eV: -4.07 / -7.15
<S²>: 2.008
2S+1: 3
Maximum force in eV Å⁻¹: 3.8
Relative energy (zero: lowest compared OMol25 entry of this formula, charge and spin) in kcal per mole: 59.1
E in eV: -9849.2522
HOMO energy (alpha / beta) in eV: -10.60 / -15.81